DFT (ωB97M-V/def2-TZVPD) results for a structure of composition C22H33IrN4O8P2S3.

Summary:
⟨S²⟩	6.012
HOMO (alpha / beta)	-12.92 / -14.09	eV
2S+1	5
net charge	+2
energy relative to the best compared isomer or geometry (same formula, charge and spin)	0.00	kcal/mol

XYZ file:
```
73
Properties=species:S:1:pos:R:3:lowdin_spin:R:1
Ir -0.036 -0.389 -0.589 2.747
S 1.931 -0.327 0.890 0.270
S -1.186 -0.463 1.693 0.291
S -3.286 -3.867 -0.691 0.004
P 0.700 -0.472 2.483 0.036
P -0.794 2.482 -1.071 0.015
O 0.915 -1.782 3.289 0.009
O 2.064 -3.992 -1.401 0.041
O -1.065 1.334 -2.023 0.083
O 0.200 2.139 -0.015 0.067
O 4.299 2.421 -3.191 0.000
O 0.939 0.560 3.615 0.010
O 2.241 1.810 -3.287 0.000
O 0.746 -2.241 -1.116 0.241
N -1.914 -1.727 -1.062 0.083
N 0.161 3.536 -3.427 0.001
N 3.443 1.593 -3.053 0.000
N -2.899 1.979 0.616 0.001
C 0.071 -3.838 4.146 0.000
C 1.040 2.026 3.671 0.001
C 4.331 -2.254 -1.644 0.001
C 5.369 -1.368 -1.903 0.003
C 2.733 -0.626 -2.378 0.014
C -3.740 -0.128 -1.697 0.001
C -1.828 -2.998 -0.771 0.002
C 1.777 -3.815 2.277 0.001
C 3.007 -1.875 -1.860 0.006
C 3.780 0.249 -2.608 0.002
C -0.403 3.957 -2.113 0.002
C -5.526 -2.257 -1.236 0.001
C 5.102 -0.090 -2.374 0.001
C 0.561 -3.159 2.890 0.001
C -5.998 -1.014 -1.597 0.001
C -2.326 3.066 -0.231 0.002
C -4.150 -2.424 -1.083 0.004
C 1.895 -2.801 -1.467 0.020
C -5.106 0.037 -1.844 0.000
C -3.250 -1.372 -1.280 0.009
C 2.206 2.537 2.855 0.004
C -0.284 2.659 3.299 0.003
H 0.303 4.616 -1.610 0.001
H 2.394 3.573 3.139 0.000
H 1.236 2.182 4.730 0.000
H -0.260 3.714 3.574 0.000
H -1.107 2.182 3.833 0.001
H -0.438 2.583 2.220 0.001
H 0.875 -3.894 4.880 0.000
H 0.188 4.307 -4.095 0.000
H -5.494 0.985 -2.194 0.000
H -6.205 -3.085 -1.083 0.000
H -7.060 -0.860 -1.725 0.000
H 2.081 -3.323 1.356 0.001
H 3.108 1.963 3.062 0.001
H 1.992 2.500 1.787 0.002
H -3.330 1.238 0.034 0.000
H -2.157 1.508 1.180 0.004
H -0.401 2.769 -3.814 0.000
H 5.889 0.626 -2.558 0.000
H -0.254 -4.850 3.908 0.000
H -0.251 -3.079 2.161 0.000
H 4.530 -3.248 -1.269 0.000
H 6.391 -1.668 -1.725 0.000
H 1.724 -0.335 -2.632 0.010
H -0.881 -3.478 -0.579 0.000
H -0.765 -3.296 4.585 0.000
H -3.045 0.637 -2.010 0.000
H -3.083 3.410 -0.935 0.000
H -2.050 3.893 0.425 0.000
H -3.610 2.336 1.258 0.000
H 1.126 3.131 -3.334 0.000
H 1.549 -4.855 2.046 0.000
H -1.323 4.505 -2.313 0.000
H 2.606 -3.793 2.984 0.000
```

---

DFT (ωB97M-V/def2-TZVPD) results for a structure of composition C22H33N2PdS at a distorted geometry.

Summary:
⟨S²⟩	6.030
HOMO (alpha / beta)	-8.69 / -10.65	eV
2S+1	5
net charge	+1
energy relative to the best compared isomer or geometry (same formula, charge and spin)	0.00	kcal/mol

XYZ file:
```
59
Properties=species:S:1:pos:R:3:lowdin_spin:R:1
Pd 0.012 0.046 -0.443 1.059
S 0.436 0.117 2.151 0.333
N -0.408 -1.053 4.457 0.003
N 0.446 1.141 4.360 0.042
C 1.104 -2.026 0.431 0.241
C 3.291 -0.644 0.097 0.026
C 0.079 1.617 -2.786 0.030
C 2.133 -0.511 -2.818 0.015
C 0.439 2.642 -3.650 0.012
C -1.914 -0.496 1.320 0.475
C -1.074 -3.357 -0.019 0.034
C -0.649 -2.066 -2.876 0.019
C 1.990 -1.210 -0.337 0.193
C 0.444 1.741 -1.473 0.276
C 0.196 -1.831 -1.682 0.146
C 1.099 3.769 -3.171 -0.009
C 1.443 -1.114 -1.661 0.145
C -2.442 2.655 -0.722 0.032
C -2.391 1.213 -0.395 0.249
C -2.074 0.856 0.909 0.080
C 1.398 3.859 -1.818 0.020
C 0.008 -2.405 -0.382 0.253
C 0.016 0.021 3.822 0.044
C 1.056 2.835 -0.931 0.054
C 1.337 -2.444 1.846 0.022
C -2.975 0.256 -1.346 0.029
H 0.724 1.869 3.776 0.005
H -2.117 2.860 -1.738 0.005
H -1.255 -3.413 1.057 0.001
H 1.867 -1.683 2.453 0.003
H -0.369 -1.052 5.440 0.001
H 3.310 -0.383 1.157 0.003
H 2.648 0.417 -2.565 0.003
H -1.689 -2.288 -2.624 0.001
H 1.370 4.580 -3.863 0.000
H -2.374 -1.371 0.839 0.027
H -0.654 -1.226 -3.573 0.002
H 1.460 -0.296 -3.643 0.000
H -0.736 -1.856 4.022 0.000
H 1.970 -3.334 1.889 0.009
H 1.287 2.887 0.118 0.008
H 1.902 4.732 -1.432 0.004
H -3.483 2.974 -0.643 0.014
H -1.733 -0.778 2.391 0.019
H -1.853 3.276 -0.050 0.001
H -0.793 -4.372 -0.338 0.015
H -0.274 -2.927 -3.439 0.009
H -2.841 -0.791 -1.089 0.001
H 4.100 -1.369 -0.064 0.011
H -1.807 1.627 1.625 -0.002
H 2.884 -1.205 -3.201 0.007
H 0.418 -2.708 2.387 0.001
H 0.204 2.541 -4.703 0.002
H -2.592 0.389 -2.356 0.004
H -0.405 0.733 -3.166 0.005
H 3.562 0.250 -0.471 0.002
H 0.493 1.233 5.327 0.003
H -4.048 0.446 -1.395 0.010
H -2.028 -3.140 -0.510 0.004
```

---

DFT (ωB97M-V/def2-TZVPD) results for an isolated molecule of C22H33N3O5.

Summary:
HOMO	-7.69	eV
SMILES string	CCCCN(C)C(=O)CCCCn1c(=O)[nH]c2cc(OCC)c(OCC)cc2c1=O
energy relative to the best compared isomer or geometry (same formula, charge and spin)	12.24	kcal/mol

XYZ file:
```
63
Properties=species:S:1:pos:R:3:lowdin_charge:R:1
O 1.580 3.214 -0.019 0.079
O -1.527 0.675 -2.167 0.069
O 0.950 -0.677 -0.433 0.051
O 0.801 1.950 4.931 -0.035
O -1.195 0.357 4.902 -0.020
N 0.436 -2.435 -1.718 -0.092
N 0.021 1.975 -1.110 0.073
N -1.513 0.687 0.079 0.178
C 1.345 4.338 4.979 -0.060
C -2.180 -0.649 5.015 -0.236
C 1.149 -1.313 -1.457 -0.430
C -0.812 0.798 3.682 -0.175
C -0.608 -2.801 -0.782 -0.028
C -0.930 0.996 1.283 -0.184
C 0.147 1.873 1.292 -0.070
C -1.405 0.459 2.480 0.058
C 0.664 2.417 0.043 -0.369
C -0.832 -1.926 -4.414 -0.266
C 2.232 -0.882 -2.436 -0.094
C 0.536 2.432 -2.393 -0.114
C -1.646 -2.034 4.658 -0.058
C 0.596 -3.338 -2.835 -0.171
C 1.213 1.312 -3.185 -0.151
C -1.020 1.075 -1.137 -0.484
C 0.749 2.219 2.507 0.068
C 0.289 1.702 3.696 -0.182
C -1.995 -1.946 -5.397 -0.106
C -0.587 -3.307 -3.812 -0.190
C 1.841 2.898 5.071 -0.239
C 2.373 0.643 -2.432 -0.166
H -0.302 2.826 -2.974 0.131
H -0.805 -2.277 5.301 0.082
H -0.377 -4.023 -4.611 0.116
H 1.587 2.895 2.455 0.120
H -2.909 -2.268 -4.902 0.073
H 3.166 -1.340 -2.099 0.130
H -2.253 -0.001 0.047 0.160
H -0.435 -2.256 0.145 0.082
H -2.162 -0.952 -5.803 0.071
H 0.936 4.547 3.994 0.068
H 0.566 4.506 5.718 0.079
H 3.325 0.917 -2.888 0.113
H 0.069 -1.592 -4.934 0.108
H 2.168 5.021 5.170 0.077
H -0.573 -3.874 -0.588 0.093
H -3.063 -0.401 4.411 0.116
H -1.053 -1.210 -3.619 0.081
H -2.241 -0.221 2.442 0.113
H 2.025 -1.215 -3.450 0.096
H -1.307 -2.066 3.626 0.064
H -2.427 -2.777 4.799 0.077
H -1.592 -2.535 -1.175 0.091
H 0.694 -4.355 -2.433 0.122
H 1.562 1.737 -4.127 0.116
H -1.793 -2.628 -6.221 0.070
H 0.449 0.571 -3.419 0.083
H -2.469 -0.625 6.069 0.126
H 2.393 0.981 -1.396 0.102
H 2.635 2.712 4.338 0.119
H 1.518 -3.110 -3.367 0.112
H 2.241 2.708 6.071 0.124
H -1.491 -3.643 -3.301 0.106
H 1.244 3.233 -2.170 0.123
```

---

DFT (ωB97M-V/def2-TZVPD) results for an isolated molecule of C22H33N3O6S3 at a distorted geometry.

Summary:
HOMO	-8.18	eV
SMILES string	CSCC[C@H](NC(=O)C1CCN(S(=O)(=O)c2ccc(C)cc2)CC1)C(=O)N[C@H]1CCS(=O)(=O)C1
energy relative to the best compared isomer or geometry (same formula, charge and spin)	9.55	kcal/mol

XYZ file:
```
67
Properties=species:S:1:pos:R:3:lowdin_charge:R:1
S -0.717 -3.003 1.510 0.725
S 3.239 3.189 0.243 0.811
S -1.621 -0.054 -0.373 0.744
O 2.858 1.972 -3.151 0.062
O -1.875 -1.233 -1.147 -0.279
O -1.314 -4.172 2.097 -0.307
O 3.855 -2.355 -1.095 0.076
O -0.264 0.103 0.131 -0.329
O -1.553 -1.825 1.465 -0.349
N -2.013 1.234 -1.402 -0.222
N 1.808 -1.818 -0.332 0.123
N 2.082 0.715 -1.432 0.090
C 3.005 -1.516 -0.876 -0.435
C -1.517 2.539 -1.021 -0.177
C 1.479 -3.178 0.041 -0.322
C -0.284 0.885 -3.088 -0.117
C -4.782 0.850 2.756 -0.265
C 0.506 2.105 -2.570 -0.184
C -0.011 2.717 -1.251 -0.133
C -5.837 1.136 3.780 -0.047
C 4.034 0.520 0.083 -0.194
C 1.954 1.621 -2.419 -0.485
C 1.838 -3.426 1.522 -0.162
C 3.276 -0.029 -1.141 -0.210
C -4.131 -0.135 0.653 -0.037
C -1.779 0.987 -2.811 -0.187
C 3.630 4.415 -1.035 -0.391
C 4.532 1.944 -0.132 -0.452
C -3.465 1.245 2.962 -0.021
C -0.006 -3.441 -0.115 -0.128
C -2.831 0.266 0.885 -0.313
C -2.486 0.955 2.029 -0.059
C 0.858 -2.636 2.359 -0.189
C -5.103 0.155 1.593 -0.019
H 4.824 2.098 -1.170 0.078
H -0.105 0.778 -4.159 0.130
H -2.272 0.048 -3.063 0.115
H -3.204 1.781 3.863 0.116
H 1.291 0.586 -0.814 0.081
H -6.122 -0.162 1.427 0.117
H 1.105 -1.117 -0.119 0.086
H 3.383 0.488 0.959 0.110
H -1.751 2.688 0.035 0.114
H 0.217 3.785 -1.249 0.120
H -4.355 -0.680 -0.249 0.122
H 0.788 -2.969 3.389 0.108
H -0.494 -2.819 -0.861 0.082
H 2.912 5.222 -0.928 0.027
H -1.456 1.237 2.186 0.119
H -5.969 0.267 4.424 0.089
H 0.490 2.876 -3.346 0.150
H 0.065 -0.027 -2.600 0.104
H 1.012 -1.563 2.304 0.098
H -0.229 -4.490 -0.278 0.116
H 5.378 2.156 0.523 0.071
H -2.085 3.274 -1.603 0.130
H 4.890 -0.135 0.263 0.122
H 3.930 0.041 -2.019 0.164
H -5.556 1.980 4.405 0.077
H 1.731 -4.489 1.742 0.126
H 2.873 -3.132 1.699 0.127
H -2.241 1.801 -3.376 0.133
H -6.792 1.347 3.305 0.080
H 0.510 2.288 -0.398 0.066
H 2.088 -3.831 -0.596 0.155
H 4.636 4.792 -0.877 0.033
H 3.535 3.951 -2.013 0.018
```